Formula: C31H42BrMgN3P2
Source: the Open Molecules 2025 dataset
Level of theory: ωB97M-V/def2-TZVPD

Last column: Mulliken charge in e.
Positions of all 80 atoms, in Å:
C -0.68 7.05 -3.78  -0.4365
C -0.86 5.68 -4.04  0.6043
C -1.17 5.29 -5.36  -0.4372
C -1.28 6.27 -6.35  -0.3225
N -1.11 7.57 -6.09  -0.5494
C -0.82 7.96 -4.84  -0.3293
C -0.73 4.70 -2.98  0.0796
C -0.63 3.87 -2.09  -0.7518
C -0.52 2.89 -1.05  0.7508
C 0.53 2.97 -0.11  -0.7427
C 0.64 2.01 0.91  -0.5044
C -0.27 0.97 0.91  -0.0260
C -1.34 0.87 0.06  -0.2167
C -1.47 1.85 -0.95  -0.7386
Mg -0.20 -0.34 2.59  0.9182
P 1.91 -1.28 1.40  0.4656
H -1.31 4.24 -5.62  0.3821
H -0.44 7.42 -2.79  0.3993
H -1.52 6.00 -7.38  0.3652
H -0.68 9.03 -4.68  0.3696
H -2.29 1.80 -1.67  0.4930
H 1.25 3.78 -0.19  0.5049
H -2.06 0.05 0.14  0.6022
H 1.44 2.08 1.64  0.5036
C 2.35 -2.92 2.14  -0.5984
C 3.29 -3.83 1.35  -1.0733
H 1.38 -3.43 2.31  0.4495
H 2.81 -2.69 3.12  0.4431
H 3.52 -4.72 1.96  0.3923
H 2.84 -4.20 0.42  0.2412
H 4.25 -3.35 1.13  0.2207
C 1.83 -1.53 -0.43  0.3925
C 2.87 -0.84 -1.31  -1.4838
H 0.82 -1.20 -0.72  -0.1002
H 1.86 -2.62 -0.59  0.1818
H 2.61 -1.02 -2.37  0.4291
H 2.88 0.24 -1.17  0.2863
H 3.87 -1.24 -1.15  0.2709
C 3.36 -0.20 1.72  -0.2255
C 4.72 -0.88 1.68  -1.4328
H 3.19 0.25 2.71  0.1247
H 3.32 0.63 0.99  0.4020
H 5.51 -0.13 1.84  0.4465
H 4.82 -1.62 2.48  0.3345
H 4.94 -1.37 0.72  0.2023
Br -1.53 -2.23 3.40  -0.6088
P -2.70 -3.78 -1.83  0.3267
C -0.86 -3.85 -1.71  0.0914
C -0.38 -5.29 -1.89  -1.3620
H -0.56 -3.43 -0.74  -0.1627
H -0.46 -3.21 -2.50  0.5250
H 0.69 -5.31 -2.15  0.3723
H -0.52 -5.87 -0.97  0.3513
H -0.94 -5.79 -2.69  0.4254
C -3.10 -3.54 -0.04  0.0718
C -4.52 -4.05 0.23  -1.3010
H -2.99 -2.48 0.20  -0.0668
H -2.37 -4.08 0.58  0.4584
H -4.67 -4.22 1.30  0.3737
H -5.26 -3.32 -0.12  0.3562
H -4.70 -4.99 -0.30  0.3657
C -2.93 -2.06 -2.49  -0.1382
C -3.17 -2.11 -4.00  -1.2768
H -2.04 -1.46 -2.24  0.0510
H -3.80 -1.62 -1.98  0.4951
H -3.62 -1.17 -4.36  0.3854
H -2.23 -2.25 -4.55  0.3264
H -3.84 -2.93 -4.27  0.3749
N 3.19 1.74 7.68  -0.3909
C 2.27 1.81 6.97  -0.2126
C 1.09 1.85 6.14  0.2671
C -0.07 2.49 6.59  -0.1797
C -1.19 2.48 5.76  -0.7541
C -1.12 1.82 4.52  -0.1768
N -0.05 1.09 4.18  -0.1027
C 1.09 1.18 4.91  0.0520
H -0.06 3.00 7.55  0.5059
H -2.12 2.99 6.04  0.4224
H -1.94 1.87 3.79  0.4503
H 1.97 0.69 4.48  0.3978

The calculation puts the frontier orbital gap (spin up / spin down) at 4.811 / 3.555 eV. Its electronic energy is -131346.522 eV. The spin multiplicity is 1. The highest occupied orbital energy (spin up / spin down) is -13.1166 / -13.1268 eV. For the relative energy (zero: lowest compared OMol25 entry of this formula, charge and spin), the calculation gives 0.0 kJ/mol. Its total charge is +2.